DFT (ωB97M-V/def2-TZVPD) results for C54H47AsF9N5O4PS3Ti as an isolated structure.

Positions of all 125 atoms, in Å:
Ti (-0.7259, -0.3963, -0.3781)
N (-3.0827, -3.3520, 1.3510)
C (-3.0101, -3.2720, 2.7690)
C (-4.0888, -3.6738, 3.5342)
C (-4.0330, -3.5434, 4.9165)
C (-2.9175, -2.9897, 5.5197)
C (-1.8437, -2.5589, 4.7458)
C (-1.8914, -2.7254, 3.3785)
S (-0.5148, -2.2679, 2.3495)
N (-1.2375, -2.0078, 0.8306)
C (-2.3480, -2.6334, 0.5130)
C (-2.7086, -2.5746, -0.9172)
C (-3.6787, -3.3662, -1.5087)
C (-3.8410, -3.3134, -2.8852)
C (-2.9979, -2.5041, -3.6273)
C (-2.0575, -1.7412, -2.9581)
N (-1.9267, -1.7516, -1.6339)
H (-3.9288, -3.7729, 1.0008)
H (-4.9725, -4.0887, 3.0625)
H (-4.8728, -3.8659, 5.5157)
H (-2.8727, -2.8896, 6.5952)
H (-0.9696, -2.1230, 5.2126)
H (-4.2937, -4.0413, -0.9310)
H (-4.6010, -3.9104, -3.3713)
H (-3.0739, -2.4599, -4.7046)
H (-1.3666, -1.1082, -3.4990)
O (-3.0150, -0.4511, 2.3051)
S (-2.8317, 0.5254, 1.2830)
O (-3.2320, 0.0802, -0.0540)
N (-1.2260, 0.9106, 0.9771)
C (-1.0580, 2.2772, 1.1267)
S (0.1927, 3.0984, 0.4873)
C (-2.2015, 2.9276, 1.7750)
C (-2.2646, 4.2178, 2.2779)
C (-3.4443, 4.6350, 2.8796)
C (-4.5451, 3.7877, 2.9773)
C (-4.4973, 2.4970, 2.4642)
C (-3.3238, 2.1074, 1.8538)
H (-1.4013, 4.8673, 2.2205)
H (-3.5036, 5.6322, 3.2942)
H (-5.4475, 4.1285, 3.4657)
H (-5.3439, 1.8279, 2.5441)
C (-0.5277, 1.4778, -3.8669)
As (-1.5330, 1.4267, -2.1694)
C (-1.6208, 3.3761, -1.9757)
C (-3.3538, 1.0721, -2.9287)
C (-4.0876, 2.2992, -3.3729)
C (-4.8328, 3.0451, -2.4617)
C (-5.5842, 4.1276, -2.8876)
C (-5.5996, 4.4767, -4.2322)
C (-4.8410, 3.7564, -5.1427)
C (-4.0863, 2.6746, -4.7137)
H (-0.8874, 2.3401, -4.4260)
H (-0.6858, 0.5880, -4.4741)
H (0.5383, 1.5935, -3.6767)
H (-2.1738, 3.7594, -2.8312)
H (-0.6175, 3.7963, -1.9729)
H (-2.1290, 3.6778, -1.0633)
H (-3.9235, 0.5507, -2.1653)
H (-3.2084, 0.4072, -3.7784)
H (-4.8361, 2.7584, -1.4139)
H (-6.1736, 4.6913, -2.1768)
H (-6.2058, 5.3072, -4.5672)
H (-4.8524, 4.0250, -6.1905)
H (-3.5099, 2.0949, -5.4270)
O (0.6113, -0.7922, -1.7590)
C (0.9952, -2.0165, -1.8826)
O (0.5550, -2.9528, -1.2230)
C (2.0792, -2.3246, -2.9303)
N (2.4354, -3.7811, -2.7953)
C (3.8821, -3.8684, -2.3886)
C (4.4802, -2.6149, -3.0066)
C (3.4018, -1.5613, -2.7321)
H (1.6662, -2.1410, -3.9224)
H (2.2887, -4.2844, -3.6682)
H (1.7892, -4.1579, -2.0827)
H (4.3215, -4.8001, -2.7355)
H (3.9416, -3.8288, -1.3020)
H (4.6454, -2.7439, -4.0780)
H (5.4354, -2.3552, -2.5558)
H (3.4842, -0.7052, -3.3977)
H (3.4816, -1.1987, -1.7069)
F (5.6732, -5.3404, 1.5087)
C (5.2080, -4.7921, 2.6545)
F (4.5088, -5.7416, 3.2906)
F (6.2519, -4.4560, 3.4060)
C (4.3340, -3.6081, 2.3163)
C (4.6376, -2.3291, 2.7526)
C (3.8451, -1.2648, 2.3502)
C (2.7603, -1.4684, 1.4941)
C (2.4299, -2.7707, 1.1239)
C (3.2146, -3.8375, 1.5297)
P (1.8193, -0.0132, 0.8584)
C (1.9359, 1.0264, 2.3727)
C (1.3584, 0.5381, 3.5431)
C (1.2929, 1.3270, 4.6797)
C (1.7903, 2.6219, 4.6376)
C (2.4414, 3.0911, 3.5088)
C (2.5287, 2.2867, 2.3829)
C (1.5535, 3.5419, 5.8087)
F (0.3631, 4.1699, 5.6396)
F (2.4907, 4.4855, 5.9090)
F (1.4901, 2.8745, 6.9633)
C (3.0243, 0.7819, -0.2989)
C (2.5267, 1.5100, -1.3822)
C (3.3793, 2.1466, -2.2656)
C (4.7518, 2.0476, -2.0861)
C (5.2670, 1.3219, -1.0251)
C (4.4056, 0.6892, -0.1400)
C (5.6697, 2.6697, -3.1116)
F (5.2863, 3.9113, -3.4223)
F (6.9350, 2.7021, -2.6987)
F (5.6225, 1.9351, -4.2458)
H (5.4795, -2.1643, 3.4113)
H (4.0716, -0.2745, 2.7214)
H (1.5381, -2.9589, 0.5471)
H (2.9609, -4.8556, 1.2595)
H (0.9662, -0.4655, 3.5669)
H (0.8654, 0.9394, 5.5945)
H (2.8679, 4.0854, 3.5009)
H (3.0686, 2.6427, 1.5152)
H (1.4609, 1.5818, -1.5295)
H (2.9890, 2.7246, -3.0944)
H (6.3365, 1.2461, -0.8840)
H (4.8359, 0.1097, 0.6610)

- HOMO level: -14.99 eV
- Charge: +3
- LUMO: -0.338 hartree

***

DFT (ωB97M-V/def2-TZVPD) results for C54H47BrInN2O3P2S3Se as an isolated structure.

Positions of all 114 atoms, in Å:
In (2.4479, 0.4240, 0.5994)
O (0.6280, 1.3197, 1.7888)
S (-0.5198, 1.1577, 0.7725)
C (-0.8399, 2.7700, 0.0528)
C (-0.3543, 3.9203, 0.6509)
C (-0.4848, 5.1264, -0.0158)
C (-1.0798, 5.1607, -1.2712)
C (-1.5666, 3.9963, -1.8519)
C (-1.4531, 2.7735, -1.1963)
P (-2.1290, 1.1503, -1.7957)
C (-3.6508, 1.6691, -2.6671)
C (-4.7909, 1.4525, -1.8857)
C (-6.0498, 1.8336, -2.3278)
C (-6.1935, 2.4273, -3.5718)
C (-5.0733, 2.6391, -4.3644)
C (-3.8131, 2.2671, -3.9170)
C (-0.8058, 0.5667, -2.9313)
C (-0.0139, -0.4390, -2.3569)
C (1.0175, -1.0434, -3.0641)
C (1.2675, -0.6628, -4.3750)
C (0.4868, 0.3251, -4.9621)
C (-0.5384, 0.9373, -4.2491)
C (-2.0026, 0.9333, 1.7557)
C (-2.3825, 1.9598, 2.6111)
C (-3.4551, 1.7750, 3.4645)
C (-4.1417, 0.5692, 3.4520)
C (-3.7607, -0.4418, 2.5821)
C (-2.6782, -0.2911, 1.7138)
P (-2.1383, -1.5942, 0.5226)
C (-3.5424, -1.7080, -0.6653)
C (-3.1934, -2.1450, -1.9464)
C (-4.1432, -2.2410, -2.9543)
C (-5.4595, -1.8826, -2.7000)
C (-5.8167, -1.4370, -1.4361)
C (-4.8665, -1.3468, -0.4266)
C (-2.2847, -3.1589, 1.4838)
C (-2.3147, -3.2676, 2.8720)
C (-2.3317, -4.5171, 3.4848)
C (-2.2951, -5.6729, 2.7233)
C (-2.2287, -5.5780, 1.3383)
C (-2.2169, -4.3343, 0.7280)
H (0.1498, 3.8608, 1.6091)
H (-0.0942, 6.0327, 0.4284)
H (-1.1641, 6.1009, -1.8021)
H (-2.0600, 4.0453, -2.8147)
H (-4.6840, 0.9684, -0.9199)
H (-6.9169, 1.6558, -1.7042)
H (-7.1731, 2.7218, -3.9267)
H (-5.1771, 3.1021, -5.3371)
H (-2.9710, 2.4606, -4.5648)
H (-0.2483, -0.7862, -1.3540)
H (1.6080, -1.8179, -2.5902)
H (2.0566, -1.1413, -4.9417)
H (0.6689, 0.6183, -5.9897)
H (-1.1188, 1.7009, -4.7438)
H (-1.8504, 2.9002, 2.6078)
H (-3.7595, 2.5710, 4.1323)
H (-4.9767, 0.4148, 4.1239)
H (-4.3068, -1.3756, 2.5885)
H (-2.1599, -2.3993, -2.1587)
H (-3.8513, -2.5809, -3.9403)
H (-6.2024, -1.9426, -3.4856)
H (-6.8423, -1.1536, -1.2316)
H (-5.1742, -0.9838, 0.5425)
H (-2.3120, -2.3827, 3.4941)
H (-2.3696, -4.5797, 4.5658)
H (-2.3124, -6.6436, 3.2033)
H (-2.1818, -6.4754, 0.7336)
H (-2.1693, -4.2735, -0.3538)
Br (4.3223, -0.3328, 3.3493)
C (4.3457, 1.5047, 2.9258)
C (5.0181, 2.4353, 3.6901)
C (4.9943, 3.7554, 3.2589)
C (4.3116, 4.1028, 2.1020)
C (3.6561, 3.1086, 1.4071)
N (3.6854, 1.8394, 1.8215)
C (2.8783, 3.3686, 0.1290)
O (2.9783, 4.4641, -0.3941)
O (2.1681, 2.3778, -0.2823)
H (5.5447, 2.1357, 4.5844)
H (5.5221, 4.5109, 3.8261)
H (4.2744, 5.1134, 1.7230)
S (4.2076, 0.4206, -1.5049)
C (3.9535, 1.6799, -2.6162)
N (2.8172, 2.1993, -3.0148)
C (2.8976, 3.4421, -3.7814)
C (4.2218, 3.3586, -4.5298)
S (5.3086, 2.3897, -3.4311)
H (1.9782, 1.9976, -2.4867)
H (2.8751, 4.2822, -3.0856)
H (2.0506, 3.5104, -4.4615)
H (4.6659, 4.3359, -4.6922)
H (4.1333, 2.8305, -5.4773)
C (5.5089, -5.2212, 4.4929)
C (4.6341, -4.3552, 3.6227)
C (5.0502, -3.9424, 2.3622)
C (4.2370, -3.1813, 1.5303)
C (4.7767, -2.7238, 0.2076)
C (2.9561, -2.8257, 1.9769)
Se (1.6768, -1.9860, 0.8028)
C (2.5251, -3.1883, 3.2629)
C (1.1960, -2.7907, 3.8630)
C (3.3791, -3.9542, 4.0542)
H (6.5044, -5.3357, 4.0663)
H (5.0718, -6.2163, 4.5994)
H (5.6076, -4.8009, 5.4947)
H (6.0401, -4.2187, 2.0132)
H (5.7438, -3.1811, 0.0010)
H (4.9308, -1.6420, 0.2234)
H (4.0958, -2.9471, -0.6150)
H (0.5863, -2.1988, 3.1883)
H (1.3614, -2.2090, 4.7738)
H (0.6225, -3.6772, 4.1404)
H (3.0407, -4.2454, 5.0452)

- HOMO level: -10.09 eV
- Charge: +1
- LUMO: -0.096 hartree

***

DFT (ωB97M-V/def2-TZVPD) results for C54H47CoN6O3P2SSe2 as an isolated structure.

Positions of all 116 atoms, in Å:
Co (-0.5571, -0.4759, 1.3086)
Se (5.2915, 3.8221, 0.3740)
P (4.0228, 2.8238, -0.9741)
C (3.4127, 4.0170, -2.2024)
C (2.8028, 5.1525, -1.6634)
C (2.3656, 6.1670, -2.4952)
C (2.5307, 6.0543, -3.8715)
C (3.1341, 4.9299, -4.4078)
C (3.5775, 3.9078, -3.5753)
C (4.9925, 1.5524, -1.8263)
C (6.0226, 1.9310, -2.6856)
C (6.8909, 0.9751, -3.1880)
C (6.7581, -0.3548, -2.8070)
C (5.7599, -0.7268, -1.9196)
C (4.8751, 0.2241, -1.4300)
C (2.5878, 2.0098, -0.2341)
C (1.4413, 1.2480, -0.5882)
N (0.8286, 0.9518, 0.5864)
N (1.4686, 1.5790, 1.5625)
N (2.5202, 2.2054, 1.1013)
P (0.7305, 0.8208, -2.2035)
Se (-1.0124, -0.3472, -2.4824)
C (0.2163, 2.4046, -2.9390)
C (-0.3290, 3.3555, -2.0808)
C (-1.1045, 4.3884, -2.5903)
C (-1.3308, 4.4845, -3.9553)
C (-0.7701, 3.5495, -4.8161)
C (-0.0122, 2.5064, -4.3115)
C (2.0514, 0.0187, -3.1551)
C (2.7149, 0.5701, -4.2418)
C (3.5711, -0.2205, -5.0002)
C (3.7698, -1.5497, -4.6656)
C (3.1301, -2.0958, -3.5572)
C (2.2670, -1.3182, -2.8043)
H (2.7094, 5.2348, -0.5865)
H (1.8951, 7.0468, -2.0725)
H (2.1766, 6.8417, -4.5268)
H (3.2640, 4.8454, -5.4805)
H (4.0591, 3.0342, -3.9980)
H (6.1580, 2.9773, -2.9310)
H (7.6906, 1.2706, -3.8568)
H (7.4457, -1.0990, -3.1921)
H (5.6670, -1.7584, -1.6038)
H (4.1054, -0.0567, -0.7221)
H (-0.1679, 3.2691, -1.0110)
H (-1.5354, 5.1176, -1.9127)
H (-1.9437, 5.2870, -4.3500)
H (-0.9523, 3.6145, -5.8825)
H (0.3567, 1.7366, -4.9769)
H (2.5756, 1.6136, -4.4969)
H (4.0774, 0.2066, -5.8574)
H (4.4267, -2.1647, -5.2708)
H (3.2879, -3.1341, -3.2911)
H (1.7237, -1.7379, -1.9611)
C (-0.3643, 0.4843, 5.4136)
C (-0.6243, -0.6920, 6.1062)
C (-0.7853, -1.8709, 5.4031)
C (-0.7303, -1.8966, 4.0001)
C (-0.5027, -0.7048, 3.2775)
C (-0.2862, 0.4606, 4.0251)
C (-0.9297, -3.1672, 3.2882)
C (-1.2976, -4.3543, 3.8917)
C (-1.4994, -5.5188, 3.1685)
C (-1.4595, -5.4817, 1.7420)
C (-1.7569, -6.5999, 0.9496)
C (-1.7999, -6.5120, -0.4290)
C (-1.5720, -5.2856, -1.0428)
C (-1.2578, -4.1634, -0.2856)
C (-1.1478, -4.2559, 1.1032)
N (-0.7587, -3.1551, 1.8978)
H (-0.1924, 1.4117, 5.9511)
H (-0.6798, -0.6930, 7.1896)
H (-0.9257, -2.7880, 5.9652)
H (-0.0143, 1.3720, 3.5071)
H (-1.4426, -4.3736, 4.9611)
H (-1.7479, -6.4448, 3.6722)
H (-1.9520, -7.5447, 1.4456)
H (-2.0216, -7.3905, -1.0242)
H (-1.6375, -5.1877, -2.1199)
H (-1.0833, -3.2169, -0.7756)
C (2.3544, -3.2013, 1.3001)
O (1.4600, -2.3864, 2.0513)
C (0.2382, -2.1909, 1.3989)
O (0.2355, -1.9057, 0.1597)
H (3.0227, -3.6820, 2.0134)
H (2.9421, -2.5946, 0.6054)
H (1.8188, -3.9689, 0.7339)
C (-5.5488, 1.0842, 5.5948)
C (-5.2327, 0.2838, 4.3567)
C (-5.8259, 0.5855, 3.1350)
C (-5.4754, -0.1062, 1.9812)
C (-4.5456, -1.1248, 2.0563)
C (-3.9699, -1.4669, 3.2715)
C (-4.3131, -0.7625, 4.4120)
S (-3.9748, -1.8607, 0.5125)
C (-4.5538, -3.5366, 0.8849)
O (-4.8843, -1.3242, -0.5422)
H (-6.2230, 1.9098, 5.3663)
H (-4.6334, 1.4973, 6.0241)
H (-6.0184, 0.4609, 6.3597)
H (-6.5502, 1.3912, 3.0775)
H (-5.9081, 0.1353, 1.0167)
H (-3.2376, -2.2628, 3.3322)
H (-3.8369, -1.0113, 5.3550)
H (-5.6358, -3.5048, 1.0049)
H (-4.0546, -3.8910, 1.7889)
H (-4.2686, -4.1613, 0.0384)
N (-3.4324, 2.3745, 0.0279)
C (-3.2785, 2.8440, 1.3153)
C (-2.4714, 1.9433, 1.9336)
N (-2.1296, 0.9410, 1.0474)
C (-2.7232, 1.2333, -0.0909)
H (-3.9774, 2.7907, -0.7034)
H (-3.7455, 3.7491, 1.6652)
H (-2.1169, 1.9293, 2.9526)
H (-2.6743, 0.6529, -0.9990)

- <S²>: 3.838
- HOMO level (spin up / spin down): -3.22 / -4.98 eV
- 2S+1: 4
- Charge: -1
- LUMO (spin up / spin down): 0.081 / 0.081 hartree

***

Record order is preserved below.
DFT total energy: -222588.75398 -257527.28741 -269577.82735 eV